# 1
Formula: C7H8N2O2
Source: the OMol25 dataset
Level of theory: ωB97M-V/def2-TZVPD

Results
Gap between HOMO and LUMO = 7.13 eV
HOMO energy = -7.795 eV
Spin multiplicity = 1
SMILES = N/C(=C1/C=CC=CC1)[N+](=O)[O-]
Energy above the lowest of the compared OMol25 structures with the same formula, charge and spin = 663.6 kJ/mol
LUMO = -0.0245 hartree

```
19
C7H8N2O2 ωB97M-V/def2-TZVPD
C 2.49454 0.87189 0.27516
C 1.44600 1.74283 -0.07690
C 2.21448 -0.49208 0.45033
C 0.23912 1.33768 -0.35126
C 0.81471 -1.01136 0.11462
C -0.20069 0.03799 0.10133
C -1.48078 -0.45494 0.04182
N -1.80807 -1.79014 0.17075
N -2.58193 0.45036 0.02862
O -2.31189 1.64734 0.18269
O -3.69344 -0.02150 -0.27080
H 3.50733 1.30275 0.37189
H 1.67347 2.84571 -0.28655
H 3.05661 -1.26391 0.60980
H -0.45511 1.92320 -0.90422
H 0.55350 -1.71646 0.71964
H 0.92054 -0.92864 -1.18966
H -1.60697 -2.59932 -0.37565
H -2.78141 -1.88140 0.38839
```

Atomic partial charges in e from the natural (NBO) method, atoms 1 to 8: number 1, C, carries -0.2496; number 2, C, carries -0.2001; number 3, C, carries -0.1457; number 4, C, carries -0.1994; number 5, C, carries -0.4431; number 6, C, carries 0.0107; number 7, C, carries 0.1983; number 8, N, carries -0.8404


# 2
Formula: C7H8N2O2
Source: the OMol25 dataset
Level of theory: ωB97M-V/def2-TZVPD

Results
Gap between HOMO and LUMO (spin up / spin down) = 7.62 / 7.62 eV
HOMO energy (spin up / spin down) = -7.826 / -7.826 eV
Spin multiplicity = 1
SMILES = C/[N+]([O-])=N/C=C\c1ccco1
Energy above the lowest of the compared OMol25 structures with the same formula, charge and spin = 538.5 kJ/mol
LUMO (spin up / spin down) = -0.0077 / -0.0077 hartree

```
19
C7H8N2O2 ωB97M-V/def2-TZVPD
C 1.00201 -3.01980 1.11845
C 0.44484 -2.12375 2.10220
C 1.36399 -2.32523 0.04627
C 0.30752 -0.90127 1.41250
C -0.81451 1.25622 1.05619
C -0.38092 0.28120 1.86216
C -0.86033 1.92196 -2.48098
N -0.78057 1.16088 -0.29938
N -0.76086 2.18964 -1.00922
O 0.77252 -0.98336 0.14876
O -0.57557 3.34453 -0.56427
H 1.24620 -4.06471 1.47363
H 0.06415 -2.15872 3.13806
H 1.72079 -2.64360 -0.93682
H -1.05052 2.15890 1.42442
H -0.73102 0.33559 2.83307
H -1.06538 0.85650 -2.52542
H -1.69632 2.46979 -2.98413
H 0.08681 2.51198 -2.86921
```

Atomic partial charges in e from the natural (NBO) method, atoms 1 to 8: number 1, C, carries -0.2960; number 2, C, carries -0.3084; number 3, C, carries 0.0644; number 4, C, carries 0.2702; number 5, C, carries -0.0449; number 6, C, carries -0.2244; number 7, C, carries -0.4599; number 8, N, carries -0.2678


# 3
Formula: C7H8N2O2
Source: the OMol25 dataset
Level of theory: ωB97M-V/def2-TZVPD

Results
Gap between HOMO and LUMO = 9.46 eV
HOMO energy = -9.273 eV
Spin multiplicity = 1
SMILES = O=Cc1c(O)cnn1C1CC1
Energy above the lowest of the compared OMol25 structures with the same formula, charge and spin = 338.5 kJ/mol
LUMO = 0.0070 hartree

```
19
C7H8N2O2 ωB97M-V/def2-TZVPD
C -1.25548 1.89709 0.66239
C -2.03214 0.79865 0.25330
C -1.13570 -0.26150 -0.01009
C -1.38864 -1.59204 -0.38549
C 2.56329 0.31312 -0.06925
C 1.85660 -0.75370 -0.79810
C 1.37168 -0.33312 0.55239
N 0.00063 1.47718 0.87939
N 0.11690 0.25941 0.56247
O -2.44712 -2.03130 -0.76980
O -3.34310 0.85240 -0.01261
H -1.46509 2.90018 1.09170
H -0.53255 -2.25444 -0.41919
H 3.60478 0.19086 0.42664
H 2.57852 1.29997 -0.39845
H 1.18712 -0.40461 -1.44608
H 2.42385 -1.65145 -0.99675
H 1.57842 -0.83435 1.47271
H -3.68196 0.12764 -0.59520
```

Atomic partial charges in e from the natural (NBO) method, atoms 1 to 8: number 1, C, carries -0.1624; number 2, C, carries 0.3180; number 3, C, carries -0.1361; number 4, C, carries 0.3696; number 5, C, carries -0.3982; number 6, C, carries -0.4094; number 7, C, carries -0.0773; number 8, N, carries -0.1645


# 4
Formula: C7H8N2O2
Source: the OMol25 dataset
Level of theory: ωB97M-V/def2-TZVPD

Results
Gap between HOMO and LUMO = 8.95 eV
HOMO energy = -8.500 eV
Spin multiplicity = 1
SMILES = CN(N=O)c1ccc(O)cc1
Energy above the lowest of the compared OMol25 structures with the same formula, charge and spin = 636.9 kJ/mol
LUMO = 0.0167 hartree

```
19
C7H8N2O2 ωB97M-V/def2-TZVPD
C 2.58505 1.12646 0.47931
C 0.45604 -0.17399 0.17464
C -0.24479 0.82388 -0.33742
C -1.57718 0.81681 -0.40559
C -2.37226 -0.29824 -0.01050
C -1.74453 -1.30201 0.80430
C -0.35109 -1.36058 0.52404
H 2.34959 1.86747 -0.52917
H 2.06776 1.84659 1.35510
H 3.67514 1.04544 0.50886
H 0.19802 1.77823 -0.67881
H -2.14016 1.74317 -0.83318
H -3.77718 0.30391 -1.15730
H -2.51147 -2.25948 0.91229
H 0.36965 -2.33984 0.59317
N 1.91051 -0.13809 0.18139
N 2.73975 -1.00492 -0.51194
O 2.09854 -2.01455 -0.74580
O -3.73138 -0.46026 -0.32340
```

Atomic partial charges in e from the natural (NBO) method, atoms 1 to 8: number 1, C, carries -0.4284; number 2, C, carries 0.0446; number 3, C, carries -0.2116; number 4, C, carries -0.3235; number 5, C, carries 0.3341; number 6, C, carries -0.2874; number 7, C, carries -0.1455; number 8, H, carries 0.1661


# 5
Formula: C7H8N2O3
Source: the OMol25 dataset
Level of theory: ωB97M-V/def2-TZVPD

Results
Gap between HOMO and LUMO = 10.37 eV
HOMO energy = -9.614 eV
Spin multiplicity = 1
SMILES = [H]/N=C\Oc1ccccc1.O=NO
Energy above the lowest of the compared OMol25 structures with the same formula, charge and spin = 297.4 kJ/mol
LUMO = 0.0277 hartree

```
20
C7H8N2O3 ωB97M-V/def2-TZVPD
C -2.52530 1.58913 1.31868
C -2.17649 2.38578 0.24066
C -1.71479 0.53089 1.68854
C -1.02656 2.11685 -0.47964
C -0.55955 0.25260 0.98023
C -0.22873 1.04199 -0.11302
C 1.25415 -0.45344 -1.13060
N 2.33007 -0.80221 -1.67572
N 1.89235 -3.24760 0.10114
O 2.68736 -3.35717 -0.99822
O 1.84313 -4.22903 0.78216
O 0.91923 0.80668 -0.85364
H -3.42606 1.79719 1.87629
H -2.80726 3.21321 -0.04623
H -1.97971 -0.08475 2.53503
H -0.73672 2.72434 -1.32272
H 0.08616 -0.55926 1.28400
H 0.52793 -1.22537 -0.87644
H 2.98173 -0.04486 -1.87146
H 2.65906 -2.45496 -1.43903
```

Atomic partial charges in e from the natural (NBO) method, atoms 1 to 8: number 1, C, carries -0.2190; number 2, C, carries -0.1886; number 3, C, carries -0.1865; number 4, C, carries -0.2481; number 5, C, carries -0.2768; number 6, C, carries 0.2791; number 7, C, carries 0.4455; number 8, N, carries -0.7333


# 6
Formula: C7H8N2O3SV
Source: the OMol25 dataset
Level of theory: ωB97M-V/def2-TZVPD

Results
Total charge = +2
Gap between HOMO and LUMO (spin up / spin down) = 7.75 / 7.76 eV
HOMO energy (spin up / spin down) = -17.215 / -17.574 eV
Spin multiplicity = 4
Expectation value of S² = 3.77
LUMO (spin up / spin down) = -0.3478 / -0.3608 hartree

```
22
C7H8N2O3SV ωB97M-V/def2-TZVPD
O 0.00443 1.82208 -6.14549
C 0.00441 1.19194 -5.19725
V 0.00299 -0.43470 -2.64937
C 1.57242 -1.22565 -3.21394
C -1.56731 -1.22311 -3.21462
O 2.58180 -1.71243 -3.51939
O -2.57712 -1.70842 -3.52082
S -0.00226 -1.78730 -0.71353
C 0.00471 -0.57153 0.56358
N -1.18485 -0.20478 1.04481
C -1.25243 0.38821 2.40590
C -0.02893 1.27943 2.56276
C 1.26502 0.50150 2.37193
N 1.17647 -0.28170 1.11408
H -2.07206 -0.64618 0.72391
H -1.24682 -0.42512 3.14538
H -2.16629 0.97133 2.51439
H -0.03088 1.74263 3.55873
H -0.08613 2.07908 1.81415
H 1.43535 -0.20201 3.19969
H 2.10224 1.20180 2.32342
H 2.06525 -0.75510 0.83169
```

Atomic partial charges in e from the natural (NBO) method, atoms 1 to 8: number 1, O, carries -0.3551; number 2, C, carries 0.4587; number 3, V, carries 0.8795; number 4, C, carries 0.4715; number 5, C, carries 0.4716; number 6, O, carries -0.2599; number 7, O, carries -0.2598; number 8, S, carries -0.1403


# 7
Formula: C7H8N2O4S2
Source: the OMol25 dataset
Level of theory: ωB97M-V/def2-TZVPD

Results
Gap between HOMO and LUMO = 9.04 eV
HOMO energy = -9.324 eV
Spin multiplicity = 1
SMILES = O=S(=O)(O)c1ccc(-c2ccon2)s1.N
Energy above the lowest of the compared OMol25 structures with the same formula, charge and spin = 0.0 kJ/mol
LUMO = -0.0104 hartree

```
23
C7H8N2O4S2 ωB97M-V/def2-TZVPD
C 3.58764 -0.99249 0.37273
C 4.61478 -0.14595 0.31403
C 2.46918 -0.15368 0.44724
C 0.66323 -1.69374 -0.07986
C 1.04910 -0.44279 0.31137
C -0.76293 -1.83190 -0.02599
C -1.30567 -0.71890 0.60840
N 2.85093 1.09243 0.47295
N -2.49602 2.55590 -1.29115
O -3.63505 -1.55914 1.14092
O -3.20805 0.90485 1.46607
O -3.58829 0.04101 -0.85043
O 4.21534 1.17055 0.46296
S -0.16819 0.62808 0.80375
S -3.10300 -0.28771 0.68175
H 3.43700 -2.13484 0.36962
H 5.73794 -0.34607 0.21975
H 1.23463 -2.36609 -0.60340
H -1.95630 2.01245 -1.96841
H -1.33220 -2.74947 0.01186
H -3.79692 0.94724 -0.92550
H -2.57085 3.55859 -1.52129
H -1.93630 2.51168 -0.41737
```

Atomic partial charges in e from the natural (NBO) method, atoms 1 to 8: number 1, C, carries -0.3529; number 2, C, carries 0.1313; number 3, C, carries 0.0927; number 4, C, carries -0.2394; number 5, C, carries -0.2242; number 6, C, carries -0.2194; number 7, C, carries -0.4813; number 8, N, carries -0.1128


# 8
Formula: C7H8N2O4SSn
Source: the OMol25 dataset
Level of theory: ωB97M-V/def2-TZVPD

Results
Total charge = +2
Gap between HOMO and LUMO = 7.51 eV
HOMO energy = -16.088 eV
Spin multiplicity = 1
Energy above the lowest of the compared OMol25 structures with the same formula, charge and spin = 127.2 kJ/mol
LUMO = -0.3154 hartree

```
23
C7H8N2O4SSn ωB97M-V/def2-TZVPD
O 0.57095 2.69604 -2.83585
C -0.10014 1.91497 -2.34768
Sn -1.32351 0.36362 -1.09768
O -2.08434 -1.05001 -4.40474
C -1.92537 -0.55035 -3.40845
C -3.05309 2.28618 -0.99670
O -3.65654 3.17452 -0.57204
C -3.15034 -0.95646 -0.47339
O -3.95333 -1.57989 0.04132
C 2.64297 0.44762 1.80448
N 1.44551 0.84038 1.05922
C 0.26062 0.17820 1.06546
S -1.21098 1.16454 1.29796
N 0.24165 -1.17263 1.02052
C 1.28141 -2.10366 0.55205
H 2.51014 -0.56340 2.16915
H 2.83920 1.15054 2.62700
H 3.46946 0.50694 1.08987
H 1.29626 1.81885 0.94758
H -0.68002 -1.54579 1.09467
H 1.51893 -2.76923 1.39417
H 0.90579 -2.71963 -0.28174
H 2.15477 -1.53137 0.25481
```

Atomic partial charges in e from the natural (NBO) method, atoms 1 to 8: number 1, O, carries -0.3025; number 2, C, carries 0.5040; number 3, Sn, carries 0.7391; number 4, O, carries -0.3284; number 5, C, carries 0.5114; number 6, C, carries 0.5398; number 7, O, carries -0.3243; number 8, C, carries 0.4989


Question: The highest spin multiplicity belongs to which entry?
Answer: C7H8N2O3SV


Please write out number 1 again, unchanged.
Formula: C7H8N2O2
Source: the OMol25 dataset
Level of theory: ωB97M-V/def2-TZVPD

Results
Gap between HOMO and LUMO = 7.13 eV
HOMO energy = -7.795 eV
Spin multiplicity = 1
SMILES = N/C(=C1/C=CC=CC1)[N+](=O)[O-]
Energy above the lowest of the compared OMol25 structures with the same formula, charge and spin = 663.6 kJ/mol
LUMO = -0.0245 hartree

```
19
C7H8N2O2 ωB97M-V/def2-TZVPD
C 2.49454 0.87189 0.27516
C 1.44600 1.74283 -0.07690
C 2.21448 -0.49208 0.45033
C 0.23912 1.33768 -0.35126
C 0.81471 -1.01136 0.11462
C -0.20069 0.03799 0.10133
C -1.48078 -0.45494 0.04182
N -1.80807 -1.79014 0.17075
N -2.58193 0.45036 0.02862
O -2.31189 1.64734 0.18269
O -3.69344 -0.02150 -0.27080
H 3.50733 1.30275 0.37189
H 1.67347 2.84571 -0.28655
H 3.05661 -1.26391 0.60980
H -0.45511 1.92320 -0.90422
H 0.55350 -1.71646 0.71964
H 0.92054 -0.92864 -1.18966
H -1.60697 -2.59932 -0.37565
H -2.78141 -1.88140 0.38839
```

Atomic partial charges in e from the natural (NBO) method, atoms 1 to 8: number 1, C, carries -0.2496; number 2, C, carries -0.2001; number 3, C, carries -0.1457; number 4, C, carries -0.1994; number 5, C, carries -0.4431; number 6, C, carries 0.0107; number 7, C, carries 0.1983; number 8, N, carries -0.8404


Repeat the second record exactly.
Formula: C7H8N2O2
Source: the OMol25 dataset
Level of theory: ωB97M-V/def2-TZVPD

Results
Gap between HOMO and LUMO (spin up / spin down) = 7.62 / 7.62 eV
HOMO energy (spin up / spin down) = -7.826 / -7.826 eV
Spin multiplicity = 1
SMILES = C/[N+]([O-])=N/C=C\c1ccco1
Energy above the lowest of the compared OMol25 structures with the same formula, charge and spin = 538.5 kJ/mol
LUMO (spin up / spin down) = -0.0077 / -0.0077 hartree

```
19
C7H8N2O2 ωB97M-V/def2-TZVPD
C 1.00201 -3.01980 1.11845
C 0.44484 -2.12375 2.10220
C 1.36399 -2.32523 0.04627
C 0.30752 -0.90127 1.41250
C -0.81451 1.25622 1.05619
C -0.38092 0.28120 1.86216
C -0.86033 1.92196 -2.48098
N -0.78057 1.16088 -0.29938
N -0.76086 2.18964 -1.00922
O 0.77252 -0.98336 0.14876
O -0.57557 3.34453 -0.56427
H 1.24620 -4.06471 1.47363
H 0.06415 -2.15872 3.13806
H 1.72079 -2.64360 -0.93682
H -1.05052 2.15890 1.42442
H -0.73102 0.33559 2.83307
H -1.06538 0.85650 -2.52542
H -1.69632 2.46979 -2.98413
H 0.08681 2.51198 -2.86921
```

Atomic partial charges in e from the natural (NBO) method, atoms 1 to 8: number 1, C, carries -0.2960; number 2, C, carries -0.3084; number 3, C, carries 0.0644; number 4, C, carries 0.2702; number 5, C, carries -0.0449; number 6, C, carries -0.2244; number 7, C, carries -0.4599; number 8, N, carries -0.2678